# 1
Below is C17H13ClEuN2O6 as an isolated structure at a distorted geometry, with properties calculated with ωB97M-V/def2-TZVPD.

Geometry (Å):
C -2.3554 -1.4444 -2.3991
C -1.7191 -1.6364 -3.6702
C -1.4854 -0.3366 -4.2411
H -1.4294 -2.5730 -4.0876
C -1.9396 0.6552 -3.3012
C -2.4881 -0.0408 -2.1718
H -2.8222 0.4087 -1.2704
H -2.5746 -2.2064 -1.6934
H -1.0183 -0.1401 -5.1731
H -1.8378 1.7104 -3.3952
Eu -0.0847 -0.5017 -2.2617
Cl 0.0805 -2.4747 -0.7771
C 2.2939 -0.3811 -2.0396
C 1.9091 0.8619 -2.6448
C 1.4117 0.5781 -3.9565
H 1.8898 1.8076 -2.1588
C 1.5021 -0.8431 -4.1689
C 2.0539 -1.4360 -2.9905
H 2.1611 -2.4754 -2.8016
H 2.5831 -0.5165 -1.0254
H 0.9890 1.2879 -4.6247
H 1.1618 -1.3729 -5.0249
O -1.7631 0.1528 0.6321
C -0.5593 0.2972 0.8344
O 0.3546 0.2110 -0.0731
C -0.1572 0.5130 2.2969
C -1.1148 1.0580 3.1660
C -0.8289 1.2098 4.5314
C 0.4066 0.7802 5.0289
C 1.3585 0.2200 4.1680
C 1.0822 0.1026 2.7913
N 2.5767 -0.2589 4.6849
O 2.8281 -0.2005 5.9365
O 3.4401 -0.8214 3.9286
N -1.7882 1.7832 5.3879
O -2.9123 2.1926 4.9430
O -1.5505 1.9288 6.6353
H -2.0776 1.3710 2.7825
H 0.6186 0.8752 6.0857
H 1.8050 -0.3454 2.1171

As for the expectation value of S²: 12.016. Its spin multiplicity is 7. As for the net charge: -1. For the frontier orbital gap (alpha / beta), the calculation gives 0.221 / 0.224 Eh.

Computed natural (NBO) charges, given in elementary charges: C -0.295; C -0.355; C -0.317; H 0.236; C -0.376; C -0.328; H 0.270; H 0.255; H 0.225; H 0.230; Eu 1.235; Cl -0.540; C -0.326; C -0.336; C -0.334; H 0.234; C -0.325; C -0.313; H 0.250; H 0.257; H 0.224; H 0.226; O -0.676; C 0.764; O -0.746; C -0.043; C -0.097; C -0.018; C -0.119; C -0.002; C -0.120; N 0.481; O -0.390; O -0.369; N 0.484; O -0.374; O -0.389; H 0.272; H 0.272; H 0.276

# 2
Below is C17H13CoIN2O6S2 as an isolated structure, with properties calculated with ωB97M-V/def2-TZVPD.

Geometry (Å):
Co 0.0805 -0.9535 -0.4388
O 4.2831 -1.3894 0.1739
C 2.9747 -1.3804 0.1335
O 2.2983 -0.5691 -0.4748
C 2.3039 -2.4695 0.8956
C 2.8488 -3.3614 1.7845
C 1.9759 -4.2627 2.4020
C 0.6228 -4.2483 2.0966
C 0.1790 -3.3252 1.1702
N 1.0121 -2.4651 0.6160
C -1.2330 -3.1075 0.6850
O -2.1839 -3.5775 1.2602
O -1.2819 -2.3152 -0.3638
H 4.6274 -0.6518 -0.3568
H 3.9103 -3.3513 1.9959
H 2.3608 -4.9745 3.1220
H -0.0840 -4.9284 2.5542
S -0.8551 0.0956 1.4944
C -2.4552 0.2773 0.8458
N -3.2893 -0.6938 0.6613
C -4.5908 -0.3759 0.0541
C -4.6526 1.1562 -0.1176
S -3.0442 1.8218 0.4319
H -3.0122 -1.6583 0.8324
H -5.3835 -0.7421 0.6990
H -4.6669 -0.8868 -0.9008
H -5.4338 1.6069 0.4840
H -4.7912 1.4421 -1.1547
I 3.9300 5.9529 -0.5692
C 2.5037 4.5142 -1.0456
C 2.2049 3.5205 -0.1271
C 1.2694 2.5483 -0.4584
C 0.6247 2.5814 -1.6848
C 0.9102 3.6013 -2.5855
C 1.8603 4.5640 -2.2755
C -0.4037 1.5849 -2.0761
O -1.3741 1.8490 -2.7219
O -0.2357 0.2976 -1.6365
H 2.6918 3.5058 0.8407
H 1.0293 1.7820 0.2664
H 0.3800 3.6340 -3.5298
H 2.0893 5.3520 -2.9818

As for the expectation value of S²: 6.017. Its spin multiplicity is 5. As for the net charge: +1. For the frontier orbital gap (alpha / beta), the calculation gives 0.256 / 0.202 Eh. For the energy above the lowest of the compared OMol25 structures with the same formula, charge and spin, the calculation gives 0.406 eV.

Computed natural (NBO) charges, given in elementary charges: Co 1.673; O -0.615; C 0.799; O -0.627; C 0.070; C -0.171; C -0.126; C -0.166; C 0.127; N -0.508; C 0.746; O -0.574; O -0.798; H 0.525; H 0.259; H 0.250; H 0.266; S -0.199; C -0.008; N -0.506; C -0.228; C -0.544; S 0.442; H 0.463; H 0.233; H 0.235; H 0.247; H 0.256; I 0.190; C -0.141; C -0.259; C -0.118; C -0.215; C -0.134; C -0.244; C 0.790; O -0.529; O -0.774; H 0.229; H 0.207; H 0.241; H 0.239

# 3
Below is C17H13F4IrN4O7Te as an isolated structure, with properties calculated with ωB97M-V/def2-TZVPD.

Geometry (Å):
Ir 0.7759 1.9758 -0.9583
C 0.9084 0.0808 0.8101
N 0.3973 1.0680 1.7520
C 0.9653 1.1197 3.0846
C -1.0380 1.3148 1.7772
C -1.7934 1.3888 0.4469
N -1.2020 2.2209 -0.6164
C -2.0049 2.4892 -1.7086
C -1.5249 3.3828 -2.6867
F -0.3057 3.9378 -2.5137
C -2.2253 3.7257 -3.8168
F -1.6626 4.5820 -4.6879
C -3.4840 3.2189 -4.0686
C -3.9870 2.3520 -3.1247
F -5.2074 1.8181 -3.3080
C -3.2927 1.9907 -1.9837
F -3.9161 1.1205 -1.1678
H 0.4888 -1.6492 2.0385
H 3.1007 0.4231 1.1420
H 0.0653 0.0036 0.1237
H 0.6531 0.2635 3.7072
H 0.6176 2.0260 3.5833
H 2.0497 1.1378 3.0456
H -1.1592 2.2690 2.2986
H -1.5793 0.5637 2.3792
H -2.7721 1.7890 0.7215
H -1.9811 0.3836 0.0639
H -4.0378 3.4770 -4.9580
O -1.7180 -2.2011 -0.2208
C -0.6692 -1.7999 -0.6878
O -0.6527 -1.0340 -1.7515
C 0.5875 -2.2482 0.0414
C 0.9781 -3.5409 -0.1519
C 2.0370 -4.0487 0.5949
C 2.8680 -3.1990 1.3975
C 2.5202 -1.9109 1.5828
C 1.1437 -1.4049 1.1789
O 2.0062 0.5775 0.1106
N 3.4743 -1.1148 2.2880
O 3.6637 0.2013 1.9761
O 4.4193 -1.6688 2.8855
N 2.3910 -5.4278 0.4644
O 3.3119 -5.8514 1.1572
O 1.7554 -6.1256 -0.3209
H 0.4758 -4.1772 -0.8657
H 3.8051 -3.5691 1.7780
Te 0.7539 0.0701 -2.8320

As for the expectation value of S²: 8.794. Its spin multiplicity is 6. As for the net charge: -1. For the frontier orbital gap (alpha / beta), the calculation gives 0.234 / 0.207 Eh. For the energy above the lowest of the compared OMol25 structures with the same formula, charge and spin, the calculation gives 3.656 eV.

Computed Mulliken charges, given in elementary charges: Ir 1.107; C 0.912; N 0.363; C -1.051; C -1.219; C -0.657; N -0.670; C 0.018; C 0.498; F -0.309; C 0.209; F -0.320; C -0.562; C 0.054; F -0.320; C 0.672; F -0.323; H 0.304; H 0.366; H -1.048; H 0.339; H 0.384; H 0.386; H 0.571; H 0.290; H 0.826; H 0.271; H 0.473; O -0.614; C -0.110; O -0.610; C -0.113; C 0.058; C -0.816; C -0.371; C -0.595; C 1.573; O -1.111; N 0.789; O -0.595; O -0.739; N 0.987; O -0.659; O -0.662; H 0.606; H 0.582; Te -0.167

| no. | E (Eh) |
| --- | --- |
| 1 | -2386.98899 |
| 2 | -3693.25853 |
| 3 | -2172.81818 |